An isolated molecule of C9H13N at a distorted geometry, computed with wB97M-V/def2-TZVPD.

```
23
Properties=species:S:1:pos:R:3
C -1.128 1.245 0.559
C 0.034 1.483 0.000
C -1.196 -0.962 -0.520
C -1.326 -2.147 -1.099
C 2.851 0.465 0.342
C -1.876 -0.031 0.421
C 0.768 0.580 -0.891
C 4.011 -0.461 0.659
C -3.321 0.264 -0.036
N 2.005 0.196 -0.565
H -1.677 2.063 1.180
H 0.547 2.357 0.411
H -0.575 -2.521 -1.685
H -2.182 -2.763 -0.902
H 3.009 1.407 1.043
H -1.791 -0.516 1.422
H 0.314 0.523 -1.874
H 3.813 -1.260 -0.062
H 4.937 -0.025 0.326
H 3.776 -0.790 1.699
H -3.315 0.997 -0.919
H -3.843 0.691 0.811
H -3.838 -0.797 -0.319
```

E_HOMO (alpha / beta): -7.10 / -7.69 eV

C40H44ClFGe2MoN3O3 as an isolated structure at a distorted geometry, computed with wB97M-V/def2-TZVPD.

```
95
Properties=species:S:1:pos:R:3
Mo 0.005 0.187 -0.085
F -2.183 0.264 6.447
C -0.886 0.341 6.007
C -0.635 0.132 4.670
C 0.699 0.157 4.199
C 0.960 -0.022 2.807
O -0.022 -0.207 1.994
C 2.335 -0.014 2.408
C 3.319 0.119 3.345
N 3.058 0.280 4.682
C 4.136 0.190 5.612
C 4.181 -0.997 6.534
C 5.161 -0.883 5.408
C 1.750 0.352 5.128
C 1.459 0.613 6.454
C 0.118 0.642 6.910
N -0.089 0.944 8.290
C -1.345 1.549 8.659
C -1.164 2.214 10.022
N -0.766 1.164 11.003
C 0.498 0.498 10.583
C 0.282 -0.114 9.202
C 2.767 -0.249 0.992
O 3.944 -0.456 0.736
O 1.826 -0.241 0.103
H -1.431 -0.077 3.974
H 4.355 0.091 3.048
H 4.471 1.145 6.010
H 3.384 -1.720 6.446
H 4.534 -0.847 7.544
H 5.032 -1.532 4.556
H 6.191 -0.663 5.638
H 2.245 0.802 7.165
H -2.183 0.833 8.719
H -1.602 2.306 7.918
H -2.091 2.688 10.351
H -0.368 2.958 9.976
H -1.508 0.452 11.017
H -0.667 1.564 11.941
H 0.775 -0.264 11.312
H 1.280 1.257 10.530
H -0.478 -0.917 9.264
H 1.215 -0.556 8.848
Cl -1.287 0.141 -2.993
C 0.326 0.358 -2.229
H 0.693 1.302 -2.665
H 0.940 -0.438 -2.681
C -5.188 -3.060 0.566
Ge -3.933 -1.484 0.483
C -4.013 -0.604 2.273
C -4.736 -0.177 -0.783
Ge -1.529 -1.739 -0.076
C -1.431 -2.834 -1.748
C -2.554 -3.115 -2.514
C -2.452 -3.772 -3.726
C -1.214 -4.174 -4.195
C -0.082 -3.903 -3.446
C -0.194 -3.235 -2.240
C -0.819 -3.009 1.298
C 0.538 -3.310 1.317
C 1.061 -4.231 2.207
C 0.232 -4.858 3.122
C -1.112 -4.530 3.156
C -1.625 -3.621 2.250
H -6.184 -2.710 0.817
H -4.880 -3.780 1.317
H -5.235 -3.570 -0.389
H -4.959 -0.091 2.423
H -3.209 0.126 2.317
H -3.871 -1.305 3.090
H -5.732 0.120 -0.468
H -4.802 -0.580 -1.788
H -4.107 0.707 -0.828
H -3.523 -2.795 -2.158
H -3.340 -3.963 -4.311
H -1.131 -4.687 -5.142
H 0.893 -4.203 -3.808
H 0.705 -3.011 -1.674
H 1.209 -2.811 0.624
H 2.117 -4.466 2.180
H 0.631 -5.594 3.807
H -1.764 -4.994 3.883
H -2.678 -3.375 2.280
C -1.363 1.508 -0.039
C -2.118 2.673 -0.021
C -2.109 3.548 -1.132
C -2.831 4.718 -1.110
C -3.572 5.074 0.011
C -3.619 4.215 1.100
C -2.922 3.030 1.086
H -1.531 3.264 -1.998
H -2.814 5.375 -1.968
H -4.107 6.011 0.037
H -4.211 4.478 1.968
H -2.956 2.364 1.935
```

2S+1: 2
<S²>: 0.8915
E_HOMO (alpha / beta): -5.09 / -5.10 eV

An isolated molecule of C3H2N2O2 at a distorted geometry, computed with wB97M-V/def2-TZVPD.

```
9
Properties=species:S:1:pos:R:3
N 1.162 -0.798 -0.760
C 0.134 -0.768 -0.049
O -0.759 0.245 0.266
C -0.592 1.497 -0.221
O 0.269 1.852 -0.974
C -0.152 -1.861 0.852
N -0.045 -2.405 1.864
H 1.368 0.108 -1.173
H -1.385 2.130 0.194
```

E_HOMO: -11.41 eV
Structure (SMILES): [H]/N=C(/C#N)OC=O

A 2-piece molecular cluster, C32H35N4O3S overall at a distorted geometry, computed with wB97M-V/def2-TZVPD.

```
75
Properties=species:S:1:pos:R:3
C -1.549 4.590 3.307
N -1.372 3.164 3.451
C -2.430 2.306 3.540
O -3.613 2.637 3.574
C -1.858 0.888 3.603
C -2.397 -0.008 2.483
C -3.872 -0.294 2.661
C -4.798 0.075 1.679
C -6.164 -0.083 1.918
C -6.605 -0.641 3.125
C -5.674 -1.057 4.085
C -4.306 -0.901 3.844
N -0.411 1.123 3.537
C 0.480 0.112 3.556
C 1.849 0.290 3.375
C 2.811 -0.715 3.442
C 4.216 -0.458 3.253
C 5.174 -1.485 3.474
C 6.535 -1.267 3.321
C 7.011 0.022 3.045
C 8.427 0.243 2.992
N 9.589 0.394 2.958
C 6.098 1.063 2.829
C 4.730 0.819 2.871
C -0.062 2.541 3.333
C 0.506 2.798 1.929
C 0.861 3.117 4.418
H -2.613 4.823 3.337
H -1.035 5.118 4.118
H -1.126 4.934 2.355
H -2.125 0.459 4.589
H -2.219 0.493 1.518
H -1.825 -0.950 2.486
H -4.431 0.519 0.748
H -6.883 0.246 1.166
H -7.673 -0.756 3.316
H -6.002 -1.490 5.031
H -3.563 -1.216 4.584
H 0.068 -0.890 3.727
H 2.191 1.307 3.180
H 2.495 -1.716 3.729
H 4.815 -2.469 3.795
H 7.245 -2.088 3.431
H 6.470 2.067 2.619
H 4.046 1.630 2.622
H -0.243 2.534 1.171
H 0.756 3.863 1.840
H 1.407 2.213 1.742
H 0.320 3.158 5.373
H 1.761 2.517 4.556
H 1.156 4.132 4.127
C 3.218 -6.401 4.000
S 3.696 -4.630 3.929
C 4.863 -4.715 2.502
C 2.381 -3.850 3.156
C 1.037 -4.237 3.402
C 0.060 -4.182 2.347
C -1.191 -4.737 2.513
C -1.581 -5.233 3.778
N -2.951 -5.488 4.043
O -3.291 -5.822 5.201
O -3.776 -5.345 3.106
C -0.653 -5.275 4.845
C 0.613 -4.752 4.676
H 2.302 -6.503 4.584
H 3.084 -6.766 2.976
H 4.040 -6.928 4.496
H 4.998 -3.706 2.106
H 5.814 -5.097 2.887
H 4.440 -5.387 1.753
H 2.637 -3.302 2.250
H 0.344 -3.745 1.387
H -1.914 -4.783 1.703
H -0.979 -5.700 5.793
H 1.297 -4.735 5.528
```

E_HOMO: -9.57 eV
Charge: +1

C3H7NO2 as an isolated structure at a distorted geometry, computed with wB97M-V/def2-TZVPD.

```
13
Properties=species:S:1:pos:R:3
C -1.216 0.348 0.099
C -0.893 -0.352 -1.187
O 0.532 -0.520 -0.975
C 0.648 -0.165 0.316
O 0.618 -1.193 1.184
N 1.649 0.687 0.558
H -1.317 1.432 0.007
H 0.024 -0.784 1.822
H -2.058 -0.069 0.650
H -1.356 -1.321 -1.294
H -0.987 0.186 -2.133
H 2.452 0.401 1.075
H 1.902 1.350 -0.123
```

E_HOMO: -8.56 eV

An isolated ion of composition C8H13N2OS and charge +1 at a distorted geometry, computed with wB97M-V/def2-TZVPD.

```
25
Properties=species:S:1:pos:R:3
C -2.840 -1.219 -0.429
C -3.749 -0.301 -0.113
C 0.735 2.032 -0.200
C 0.996 -1.098 -0.355
C 1.505 -0.083 0.691
C -0.402 -1.660 -0.091
C -1.453 0.480 0.526
C 3.068 1.757 0.041
N 1.690 1.261 0.147
N -1.463 -0.683 -0.394
O 0.278 2.992 -0.665
S -3.086 1.229 0.380
H -2.986 -2.225 -0.768
H -4.814 -0.426 -0.131
H 1.015 -0.639 -1.345
H 1.681 -1.946 -0.384
H 0.815 -0.028 1.532
H 2.476 -0.399 1.069
H -0.557 -2.539 -0.722
H -0.511 -1.967 0.952
H -1.350 0.131 1.554
H 3.647 1.088 -0.596
H 3.074 2.755 -0.391
H 3.517 1.801 1.033
H -1.285 -0.313 -1.340
```

E_HOMO (alpha / beta): -11.39 / -11.39 eV
Charge: +1

A 2-piece molecular cluster, C4H9NO overall at a distorted geometry, computed with wB97M-V/def2-TZVPD.

```
15
Properties=species:S:1:pos:R:3
C -1.113 1.507 1.902
C 0.906 0.326 2.400
N 0.199 0.939 1.474
H -1.806 1.270 1.063
H -1.427 1.121 2.901
H -0.924 2.593 1.900
H 1.933 0.059 2.169
H 0.552 -0.151 3.313
C -0.038 -1.768 -2.889
C -0.107 -1.181 -1.675
O 0.264 0.104 -1.476
H -0.089 -2.901 -3.049
H 0.296 -1.199 -3.845
H -0.356 -1.774 -0.869
H 0.421 0.271 -0.519
```

E_HOMO: -8.48 eV
Structure (SMILES): C=CO.C=NC

An isolated molecule of C14H22FNO, computed with wB97M-V/def2-TZVPD.

```
39
Properties=species:S:1:pos:R:3
C -3.713 -1.598 1.058
H -4.390 -2.308 0.592
H -4.275 -0.973 1.746
H -2.969 -2.153 1.626
C -3.035 -0.722 -0.001
N -2.236 0.256 0.736
H -1.581 -0.246 1.329
C -1.510 1.256 -0.022
H -2.237 1.914 -0.507
C -0.650 2.077 0.936
H 0.094 1.425 1.399
C 0.056 3.264 0.280
C 1.129 2.870 -0.743
H 0.674 2.354 -1.591
O 2.158 2.101 -0.146
C 2.087 0.740 -0.150
C 1.573 -0.028 -1.193
C 1.575 -1.409 -1.111
C 2.104 -2.019 0.009
C 2.653 -1.282 1.044
C 2.640 0.095 0.958
H 3.059 0.700 1.747
H 3.073 -1.786 1.899
F 2.092 -3.369 0.093
H 1.174 -2.011 -1.912
H 1.188 0.436 -2.088
H 1.621 3.774 -1.115
H -0.674 3.898 -0.225
H 0.537 3.854 1.062
H -1.298 2.451 1.731
H -0.872 0.812 -0.803
C -4.111 0.004 -0.813
H -4.832 -0.712 -1.196
H -3.676 0.533 -1.657
H -4.628 0.719 -0.179
C -2.194 -1.616 -0.929
H -2.816 -2.398 -1.358
H -1.765 -1.039 -1.745
H -1.384 -2.085 -0.373
```

E_HOMO: -8.47 eV
Structure (SMILES): CC(C)(C)NCCCCOc1ccc(F)cc1

C2H5N2 as an isolated structure at a distorted geometry, computed with wB97M-V/def2-TZVPD.

```
9
Properties=species:S:1:pos:R:3
C -0.187 0.295 0.486
C -1.354 -0.454 0.232
N 2.249 -0.027 -0.665
N 1.218 0.473 -0.698
H 0.112 1.271 0.918
H -2.012 0.188 -0.358
H -1.932 -0.493 1.205
H -1.166 -1.462 0.183
H 3.072 0.210 -1.302
```

E_HOMO (alpha / beta): -14.92 / -14.91 eV
Charge: +1

C2H3N4 as an isolated structure at a distorted geometry, computed with wB97M-V/def2-TZVPD.

```
9
Properties=species:S:1:pos:R:3
C 0.569 1.484 -1.125
C -0.953 0.275 -0.603
N -0.641 1.373 -1.388
N 1.192 0.702 -0.189
N 0.119 -0.077 0.108
N 0.253 -0.970 1.067
H -1.856 -0.197 -0.760
H 0.630 -1.917 0.855
H 0.688 -0.673 2.037
```

E_HOMO (alpha / beta): -16.44 / -16.44 eV
Charge: +1

C5H36NO15 as an isolated structure at a distorted geometry, computed with wB97M-V/def2-TZVPD.

```
57
Properties=species:S:1:pos:R:3
O -3.832 0.249 -3.065
C -2.764 0.813 -3.028
C -1.977 0.863 -1.734
C -2.264 -0.334 -0.806
C -1.331 -0.429 0.402
C -1.485 0.865 1.265
O -0.382 1.684 0.979
N -0.614 1.241 -2.011
H -2.280 1.255 -3.915
H -2.485 1.643 -1.145
H -2.368 -1.255 -1.387
H -3.253 -0.278 -0.340
H -0.281 -0.308 0.105
H -1.216 -1.434 0.771
H -1.574 0.682 2.354
H -2.443 1.350 1.064
H -0.153 0.561 -2.599
H -0.076 1.471 -1.188
H 2.955 -1.748 2.930
H 3.117 -0.198 2.687
O 3.550 -1.000 3.015
H 0.247 4.848 1.935
H -0.231 3.402 2.074
O 0.255 4.103 2.541
H -0.323 -2.048 -3.890
H -1.049 -1.620 -2.606
O -0.175 -1.698 -3.009
H -0.249 -2.970 -1.296
H -1.045 -3.820 -0.169
O -1.099 -3.209 -0.914
H 0.445 1.327 1.690
H 1.563 1.683 3.143
O 1.509 1.085 2.394
H -0.358 -3.487 2.392
H -1.795 -4.082 2.332
O -0.915 -4.154 1.951
H -2.416 -1.587 2.630
H -2.415 -2.527 1.404
O -2.855 -2.346 2.239
H 0.595 -2.424 3.876
H 0.742 -1.346 2.693
O 0.906 -2.256 2.986
H 2.609 -3.017 -0.338
H 3.338 -2.591 -1.691
O 2.950 -3.304 -1.184
H -1.036 3.489 -0.962
H -0.781 4.506 -2.158
O -1.383 4.220 -1.472
H 1.991 1.565 0.877
H 1.495 0.949 -0.518
O 2.232 1.368 -0.075
H 1.842 2.959 -2.680
H 2.894 3.355 -1.636
O 2.415 3.681 -2.406
H 4.425 -0.814 0.673
H 3.381 0.152 -0.089
O 4.098 -0.519 -0.179
```

E_HOMO: -6.77 eV
Charge: -1

C16H24As2CaF15N2O17 as an isolated structure at a distorted geometry, computed with wB97M-V/def2-TZVPD.

```
77
Properties=species:S:1:pos:R:3
Ca 1.931 1.108 -1.195
As 5.811 -1.270 2.584
F 6.018 -2.233 1.078
F 7.275 -1.972 3.300
F 5.676 -0.128 4.084
F 4.275 -0.413 1.787
F 4.664 -2.451 3.368
F 6.665 0.130 1.898
As 1.774 -0.093 -6.390
F 2.067 -0.995 -7.925
F 3.209 -0.892 -5.580
F 1.612 0.784 -4.780
F 0.323 0.742 -7.031
F 0.635 -1.328 -5.665
F 2.845 1.196 -6.983
C 1.838 -4.158 -0.887
O 2.903 -5.091 -1.225
O 2.352 -3.021 -1.585
C 0.377 -4.625 -1.167
F 0.098 -5.896 -0.869
F -0.660 -3.970 -0.662
F 0.135 -4.663 -2.475
C 3.283 -6.087 -0.261
C 3.567 -7.418 -0.954
H 4.119 -7.372 -1.893
H 4.188 -8.095 -0.367
H 2.629 -7.937 -1.151
H 2.643 -6.180 0.616
H 4.239 -5.783 0.166
H 1.776 -3.850 0.157
N 6.814 0.897 -2.440
O 7.103 -0.224 -2.831
O 7.669 1.810 -2.249
O 5.669 1.169 -2.223
N 4.501 3.913 1.510
O 4.469 3.964 2.765
O 3.484 3.555 0.906
O 5.495 4.296 0.919
C -1.028 -1.164 6.713
C -1.529 -0.369 5.492
C -1.412 1.169 5.735
O -1.461 1.457 4.320
C -1.001 0.441 3.563
O -0.554 0.525 2.449
O -0.987 -0.687 4.278
H -0.110 -0.716 7.094
H -0.837 -2.216 6.501
H -1.715 -1.127 7.558
H -2.559 -0.700 5.359
H -0.454 1.644 5.943
H -2.207 1.582 6.356
C -6.971 -0.548 -0.669
C -6.155 -0.738 -1.877
C -6.240 0.268 -2.989
O -4.926 0.736 -3.118
C -4.120 0.255 -2.221
O -2.926 0.421 -2.046
O -4.828 -0.614 -1.507
H -8.040 -0.482 -0.871
H -6.751 0.407 -0.192
H -6.838 -1.417 -0.025
H -6.393 -1.698 -2.336
H -6.929 1.105 -2.871
H -6.540 -0.229 -3.911
C -4.550 5.170 0.247
C -3.503 6.034 -0.557
C -2.411 6.766 0.136
O -1.247 5.975 -0.045
C -1.466 5.107 -0.977
O -0.617 4.355 -1.389
O -2.801 5.123 -1.377
H -4.247 4.329 0.871
H -5.460 4.879 -0.278
H -5.044 5.865 0.927
H -3.964 6.711 -1.276
H -2.376 7.288 1.093
H -2.275 7.672 -0.455
```

E_HOMO: 0.21 eV
Charge: -3

An isolated molecule of C5H10O at a distorted geometry, computed with wB97M-V/def2-TZVPD.

```
16
Properties=species:S:1:pos:R:3
C -1.570 0.959 -0.869
C -0.613 -0.214 -0.117
C -0.579 -0.958 1.308
C 0.742 0.280 -0.571
O 0.757 1.042 -1.518
C 2.069 -0.012 0.088
H -1.667 0.694 -1.943
H -1.213 2.008 -0.932
H -2.552 0.951 -0.424
H -0.929 -1.019 -0.777
H 0.154 -0.574 2.033
H -0.290 -2.026 1.188
H -1.540 -0.997 1.828
H 2.196 0.629 0.968
H 2.222 -1.050 0.391
H 2.814 0.288 -0.652
```

E_HOMO: -9.44 eV
Structure (SMILES): CC(=O)C(C)C

Calculated total energy / eV: -11027.6932 -182928.6059 -10217.0524 -56678.3237 -8807.3402 -24359.7646 -7829.1348 -21129.9527 -5122.1179 -8069.0892 -37973.8994 -235640.2037 -7393.2921